# 1
# C3H9N3O

An isolated molecule of C3H9N3O in a non-equilibrium geometry (ωB97M-V with the def2-TZVPD basis set, the Open Molecules 2025 dataset).

```
16
Properties=species:S:1:pos:R:3:forces:R:3
O 0.5720 -2.2034 1.0489 -0.018 -0.102 0.299
C -0.3558 -1.7775 0.3968 -0.240 0.414 -0.106
N -1.0595 -2.5807 -0.4487 -0.912 0.082 -0.525
C -0.6786 -0.2506 0.4158 -0.749 -1.974 -0.497
N 0.0973 0.2599 -0.7089 0.216 1.520 0.510
C 0.3930 1.6929 -0.5270 0.175 0.373 0.131
N 1.3458 1.9195 0.5437 0.071 -0.051 0.415
H -0.9974 -3.5730 -0.4516 0.822 -0.535 0.505
H -1.7453 -2.3049 -1.1276 -0.005 0.920 0.262
H -1.7417 -0.0462 0.2434 0.056 -0.161 -0.274
H -0.5240 0.0485 1.4546 0.898 0.447 -0.162
H 1.0285 -0.1360 -0.6632 0.013 -0.479 0.022
H 0.8343 2.0982 -1.4397 -0.099 -0.288 -0.163
H -0.5272 2.2585 -0.3724 -0.137 -0.206 0.110
H 2.2543 2.1973 0.2336 0.237 0.142 -0.085
H 1.1041 2.3976 1.4023 -0.327 -0.102 -0.443
```
Forces are in eV/Å.

Summary:
HOMO-LUMO gap (eV): 10.14
F_max (eV/Å): 2.17
SMILES: NCNCC(N)=O
ΔE to the lowest compared entry with this formula, charge and spin (kcal per mole): 21.7
E_HOMO (eV): -9.12



# 2
# C49H124N10O17

A cluster of 9 separate species, C49H124N10O17 in total in a non-equilibrium geometry (ωB97M-V with the def2-TZVPD basis set, the Open Molecules 2025 dataset).

```
200
Properties=species:S:1:pos:R:3:forces:R:3
C 3.7434 2.9921 -3.9494 0.749 0.313 0.677
O 3.6912 3.4475 -2.5684 -0.391 -1.545 -1.055
C 2.6239 2.7871 -1.8491 0.612 0.624 0.567
C 2.3784 3.6111 -0.5754 -2.193 -0.373 -0.945
N 3.1232 3.3724 0.6352 2.024 -0.059 -0.541
C 4.5600 3.3095 0.2563 1.925 -0.394 1.498
C 5.6680 3.5170 1.3868 -1.756 0.408 -0.286
O 6.7718 2.7141 1.1017 0.990 -0.887 0.486
C 7.7953 2.6518 2.1618 -1.703 1.227 -1.041
H 2.8656 3.3359 -4.4965 -0.028 -0.042 -0.058
H 3.9006 1.9230 -4.0925 -0.595 -0.378 0.577
H 4.6639 3.3593 -4.4033 -0.176 0.706 0.132
H 2.7641 1.7370 -1.5926 0.719 -0.160 -0.124
H 1.7385 2.7562 -2.4840 -0.320 0.382 0.092
H 1.3591 3.3847 -0.2625 -0.343 0.163 -0.400
H 2.4055 4.6432 -0.9246 0.188 0.407 0.123
H 2.9006 4.1705 1.2128 0.416 0.101 0.365
H 4.8801 3.9670 -0.5519 -0.564 0.195 -0.151
H 4.7781 2.2980 -0.0863 -0.289 -0.040 -0.149
H 5.2392 3.3377 2.3728 -0.105 -0.595 0.323
H 5.9027 4.5809 1.4195 0.487 0.299 -0.155
H 7.3239 2.3720 3.1039 0.034 -0.333 0.065
H 8.1283 3.6845 2.2653 0.589 -0.071 0.198
H 8.5959 1.9731 1.8675 -0.272 0.168 -0.111
C -0.3939 -0.6299 -9.6292 -1.359 0.080 1.143
O -1.2586 -1.3685 -8.6750 1.305 -0.522 -1.356
C -1.2324 -2.7788 -9.0119 0.246 0.358 -0.980
C -2.2115 -3.6364 -8.2322 0.506 0.530 0.087
N -2.1441 -3.2496 -6.7943 -0.237 -0.994 -0.542
C -1.0650 -4.0200 -6.1614 1.018 0.584 1.728
C -0.8513 -3.7818 -4.5811 -0.933 -0.648 -1.414
O -0.3573 -2.5064 -4.2760 -0.443 -0.515 -2.062
C 0.0894 -2.3652 -2.9804 0.334 1.492 -0.217
H -0.8512 -0.6078 -10.6183 -0.047 -0.287 -0.068
H 0.6366 -0.9775 -9.7033 -0.097 -0.421 0.267
H -0.3849 0.3988 -9.2688 0.041 -0.091 0.093
H -0.2316 -3.1994 -8.9133 0.382 0.318 0.366
H -1.4478 -2.8837 -10.0753 -0.178 0.049 -0.279
H -1.8812 -4.6615 -8.3996 0.029 -0.163 0.279
H -3.1797 -3.5988 -8.7315 -0.420 0.406 0.709
H -1.8458 -2.2891 -6.8870 -0.048 0.360 0.759
H -0.1039 -3.8052 -6.6284 0.350 0.125 -0.082
H -1.2091 -5.0880 -6.3253 -0.376 -0.017 0.215
H -0.2169 -4.5226 -4.0946 0.625 -0.391 -0.607
H -1.8088 -4.0138 -4.1148 -0.588 0.576 0.165
H -0.7868 -2.3100 -2.3344 0.468 -0.316 0.621
H 0.5923 -1.3994 -3.0293 -0.152 0.322 0.614
H 0.9048 -3.0440 -2.7304 -0.393 -0.697 0.392
C -1.3433 -0.5190 2.7580 1.251 0.353 1.412
O -1.7377 0.8101 3.1957 -0.749 -2.252 0.072
C -1.2876 1.8004 2.3417 0.072 0.569 0.659
C -1.8811 3.1262 2.7954 -0.028 -0.473 -0.214
N -3.2493 3.1472 2.3472 -0.146 0.971 0.580
C -3.6987 4.5000 2.0121 -1.336 -1.392 -1.071
C -5.1863 4.4263 1.5991 0.760 -1.136 -1.196
O -5.2431 3.5125 0.4610 -0.535 0.977 -0.355
C -6.5764 3.3609 -0.0559 -0.275 -0.452 0.787
H -0.2678 -0.5154 2.9348 0.338 -0.280 -0.547
H -1.5456 -0.8931 1.7544 -0.304 0.989 -0.332
H -1.6773 -1.3180 3.4199 -0.687 0.556 0.396
H -1.6523 1.5507 1.3454 0.254 0.317 -0.556
H -0.2028 1.9033 2.3163 0.334 -0.380 -0.016
H -1.2637 3.8856 2.3156 0.146 0.533 -0.178
H -1.9026 3.3200 3.8678 0.627 -0.420 0.058
H -3.2210 2.5795 1.5123 -0.918 0.206 -0.328
H -3.1218 4.7527 1.1225 0.004 0.737 -0.543
H -3.5601 5.2966 2.7431 0.108 -0.538 0.473
H -5.5170 5.4226 1.3057 -0.397 0.059 0.029
H -5.8241 3.9318 2.3318 0.099 0.582 0.576
H -7.2438 2.9967 0.7252 0.011 -0.140 0.401
H -6.6370 2.5946 -0.8286 0.568 0.161 -0.083
H -7.0844 4.2548 -0.4176 0.602 0.477 -0.182
C -0.1235 -4.6817 -0.1135 0.649 -0.677 -0.656
O -0.6197 -3.3703 -0.1627 -1.391 0.164 1.045
C -2.0410 -3.3053 0.0905 0.402 0.875 0.001
C -2.9409 -3.9806 -0.9370 -0.941 -0.450 1.537
N -3.5144 -5.2221 -0.3255 2.697 0.296 -1.028
C -4.7698 -5.6080 -0.8728 -0.948 0.509 0.929
C -5.2473 -6.9090 -0.2359 -0.335 0.790 -0.655
O -6.6775 -6.9680 -0.2255 0.179 -0.587 0.219
C -7.3303 -6.9177 -1.4845 0.835 0.621 -0.315
H -0.4760 -5.3111 0.7037 -0.494 0.243 0.111
H 0.9626 -4.6801 -0.0212 0.102 0.480 0.010
H -0.3247 -5.1675 -1.0682 -0.217 -0.357 0.016
H -2.3531 -2.2687 0.2177 0.640 0.569 -1.053
H -2.2940 -3.5505 1.1220 0.319 -1.268 0.253
H -2.4314 -4.0867 -1.8947 -0.129 -0.356 0.072
H -3.8050 -3.3245 -1.0414 0.005 0.510 -0.612
H -3.5677 -4.9798 0.6536 -0.479 -0.462 0.100
H -4.7875 -5.6639 -1.9612 0.413 -0.025 -0.015
H -5.4654 -4.8209 -0.5817 -0.765 0.147 -0.283
H -4.9081 -6.9569 0.7989 -0.250 0.009 0.038
H -4.7257 -7.6917 -0.7867 -0.488 -0.666 -0.014
H -7.4391 -5.8941 -1.8430 -0.160 0.440 0.248
H -8.3331 -7.3429 -1.4411 0.311 -0.297 0.215
H -6.7015 -7.3494 -2.2632 -0.180 -0.710 -0.048
C 6.8432 0.5997 -2.3099 -1.780 0.520 -0.413
O 6.1141 -0.6216 -2.1366 -0.356 -0.064 0.613
C 4.8898 -0.5697 -1.3329 1.965 0.046 0.619
C 4.8117 -1.7039 -0.3153 1.624 -0.846 1.099
N 5.9980 -1.9056 0.6365 0.170 0.464 -1.228
C 6.4943 -0.6849 1.2254 0.881 0.756 -1.123
C 7.4985 -0.9496 2.3422 -2.011 0.897 -0.825
O 6.6492 -1.4213 3.3747 1.523 -0.408 0.262
C 7.4452 -2.1082 4.3028 -0.440 -0.954 0.684
H 6.1475 1.4384 -2.2813 -0.368 0.244 0.208
H 7.1768 0.6577 -3.3460 0.626 -0.464 0.200
H 7.5911 0.8769 -1.5670 0.316 -0.748 0.032
H 4.0185 -0.7431 -1.9645 -0.059 0.597 -0.194
H 4.9028 0.3710 -0.7825 -0.441 0.262 -0.341
H 4.7151 -2.5911 -0.9412 0.000 -0.399 0.402
H 3.9274 -1.5847 0.3107 -0.454 0.186 -0.289
H 5.8190 -2.4379 1.4760 -0.978 -0.682 -0.425
H 5.6347 -0.1153 1.5787 0.109 0.672 0.534
H 7.0288 -0.0708 0.5007 -0.232 0.111 -0.383
H 7.9752 -0.0147 2.6368 0.101 0.067 0.147
H 8.2773 -1.6460 2.0317 -0.162 -0.355 0.065
H 8.0569 -1.4642 4.9346 -0.197 0.359 0.200
H 8.1543 -2.7769 3.8148 -0.032 -0.178 -0.248
H 6.7588 -2.7270 4.8807 0.188 0.130 0.337
C -7.8034 -3.8644 1.4921 -0.203 0.447 -0.593
O -7.8361 -2.6760 0.7200 0.631 0.287 0.744
C -7.9709 -2.8357 -0.6669 -0.035 0.228 0.857
C -7.9256 -1.4422 -1.3110 -0.281 -0.985 -1.047
N -6.6550 -0.7616 -1.6335 -1.184 -0.165 0.422
C -5.8095 -0.5094 -0.4774 -0.328 -0.487 -0.781
C -4.6230 0.3812 -0.8079 0.343 -1.305 0.262
O -3.6864 -0.2750 -1.7152 -1.886 0.412 0.228
C -2.6610 0.5994 -2.0466 1.732 0.122 0.973
H -7.5623 -3.4861 2.4855 0.197 -0.705 0.042
H -7.1350 -4.5998 1.0445 0.670 0.059 0.374
H -8.7498 -4.4052 1.4945 -0.526 0.274 0.134
H -8.9523 -3.3005 -0.7610 -0.321 0.031 -0.897
H -7.2318 -3.5377 -1.0530 0.322 -0.033 -0.220
H -8.6437 -0.8629 -0.7307 0.361 0.551 -0.012
H -8.3800 -1.6368 -2.2824 -0.264 0.346 -0.181
H -6.1905 -1.3440 -2.3156 0.358 0.109 -0.055
H -5.5555 -1.4805 -0.0526 0.767 0.035 0.403
H -6.4412 -0.0386 0.2759 0.130 0.312 0.086
H -4.1331 0.5229 0.1554 0.476 0.345 0.138
H -4.9592 1.3530 -1.1692 0.142 -0.070 -0.357
H -2.1153 0.8185 -1.1288 0.154 0.487 0.425
H -2.9206 1.5594 -2.4929 -0.561 -0.086 -0.313
H -1.8581 0.1226 -2.6087 -0.530 -0.315 -0.547
C 5.2184 -4.7685 1.7379 -0.248 0.332 0.044
O 4.7997 -3.8680 2.8066 -2.057 -1.038 -1.027
C 3.3346 -3.6480 2.7089 -0.194 1.881 1.829
C 2.9930 -2.4510 3.6852 0.277 -0.896 -0.429
N 3.5768 -1.2346 3.1222 -0.155 -0.527 0.683
C 3.3668 -0.0353 3.9371 1.187 0.981 0.401
C 4.4630 0.3876 4.9746 -0.154 -1.034 -0.034
O 4.6143 -0.6575 5.9180 -0.868 0.001 0.491
C 5.4114 -0.3688 7.0377 1.506 -1.388 -0.239
H 4.9874 -4.2569 0.8036 0.042 -0.384 -0.224
H 4.7634 -5.7586 1.7687 -0.644 0.148 0.228
H 6.2802 -5.0148 1.7463 0.146 0.750 0.480
H 2.6512 -4.4458 2.9997 0.803 -0.852 0.212
H 2.9222 -3.3150 1.7564 0.950 -0.108 -0.741
H 3.3470 -2.7139 4.6820 0.488 0.110 0.143
H 1.9312 -2.2757 3.8581 -0.382 -0.374 -0.546
H 4.5439 -1.5216 3.0737 0.690 0.829 -0.173
H 2.3904 -0.0802 4.4195 -0.002 -0.142 0.098
H 3.3269 0.8084 3.2480 -0.084 0.268 0.021
H 4.2544 1.3188 5.5013 -0.641 0.231 -0.139
H 5.4362 0.5424 4.5087 0.102 -0.041 -0.512
H 5.0364 0.1394 7.9261 -0.721 0.632 -0.533
H 6.3678 0.0325 6.7025 0.060 0.717 0.063
H 5.7319 -1.3351 7.4270 -0.222 -0.274 0.062
C -1.1131 3.8759 -1.2358 -0.311 0.548 -0.114
O -0.8641 5.0101 -0.3598 -0.273 0.508 -0.785
C -1.0716 6.2920 -0.9516 -0.196 -0.361 0.848
C -0.7800 7.3110 0.1224 -1.487 0.422 0.295
N -1.6204 7.1393 1.3297 3.361 0.376 0.403
C -1.3146 8.0656 2.4314 -2.398 -1.109 2.137
C -1.9469 7.5760 3.8466 1.090 0.040 -1.933
O -1.5374 6.2483 4.1276 0.042 0.715 -0.602
C -2.3186 5.6540 5.1405 -0.922 0.051 0.849
H -2.0821 3.9513 -1.7291 -0.454 0.081 0.474
H -1.0562 2.9816 -0.6153 0.189 0.070 -0.228
H -0.4363 3.8482 -2.0898 0.623 -0.040 0.367
H -2.1070 6.5053 -1.2172 -0.315 -0.637 -0.457
H -0.4349 6.5137 -1.8081 0.125 -0.241 -0.110
H -1.0621 8.3181 -0.1844 0.688 0.191 -0.444
H 0.2553 7.2407 0.4559 0.186 0.158 0.230
H -1.6765 6.1644 1.5877 -0.841 -0.843 0.322
H -1.8257 9.0115 2.2518 0.365 0.244 -0.352
H -0.2448 8.2066 2.5852 0.145 -0.127 -0.580
H -3.0273 7.6946 3.7637 -0.192 -0.229 0.172
H -1.5540 8.2921 4.5684 -0.097 -0.021 0.261
H -3.3120 5.3720 4.7917 -0.006 -0.272 -0.397
H -2.5534 6.3525 5.9437 0.457 0.232 0.215
H -1.8418 4.7772 5.5787 0.255 0.201 -0.342
C 1.1268 0.1262 0.3547 -2.361 0.634 -2.281
O 0.5478 0.8597 -0.4872 0.117 -0.921 0.555
N 0.9178 -1.1521 0.5785 -1.562 -3.041 -1.374
N 1.9782 0.5494 1.2036 3.217 3.291 2.583
H 0.2604 -1.6572 0.0015 0.208 -0.232 0.147
H 1.3166 -1.6331 1.3720 -0.097 0.228 -0.243
H 2.6308 -0.0915 1.6319 0.109 0.009 0.293
H 2.1454 1.5455 1.1961 0.693 0.072 0.038
```
Forces are in eV/Å.

Summary:
HOMO-LUMO gap (alpha / beta) (eV): 7.42 / 2.39
F_max (eV/Å): 5.28
Charge: +1
E_HOMO (alpha / beta) (eV): -9.69 / -9.69
2S+1: 2